A molecular structure, C40H61BBrN10NdO2S3, computed with the ωB97M-V functional and the def2-TZVPD basis.

Results
**E_HOMO (spin up / spin down)**: -7.213 / -7.218 eV
**<S²>**: 3.75
**2S+1**: 4
**ΔE to the lowest compared entry with this formula, charge and spin**: 0.9 kcal/mol
**Lowest unoccupied orbital energy (spin up / spin down)**: 0.10 / 0.10 eV
**F_max**: 1.74 eV/A
**Gap between HOMO and LUMO (spin up / spin down)**: 7.31 / 7.32 eV

Geometry as XYZ:
```
119
Properties=species:S:1:pos:R:3:forces:R:3:lowdin_charge:R:1
Nd -0.169 0.358 -0.049 0.9495 -0.5860 0.1878 1.222
C 5.160 1.421 2.259 -0.0242 -0.0773 -0.1229 -0.043
C 5.023 0.789 0.869 0.2924 0.7652 0.0256 -0.548
C 6.415 0.509 0.299 -0.2292 -0.0690 0.1051 -0.047
C 4.283 1.731 -0.079 0.0089 -0.0298 0.0764 -0.084
N 4.290 -0.478 1.008 -0.5814 -0.5243 0.0464 0.014
C 4.788 -1.730 0.748 0.0737 -0.7177 0.0189 -0.032
C 3.874 -2.631 1.166 0.4822 0.0190 -0.0822 -0.075
N 2.802 -1.958 1.683 0.6194 0.3092 0.1323 0.006
B 1.693 -2.734 2.432 -0.2466 0.3336 -0.2779 -0.600
N 0.958 -3.681 1.475 0.0999 -0.4632 -0.4496 -0.004
C 0.319 -4.805 1.922 -0.1315 -0.5292 -0.0012 -0.071
C -0.205 -5.451 0.861 -0.0592 -0.2353 0.6220 -0.052
N 0.093 -4.722 -0.268 0.0232 0.4501 0.6197 0.001
C 0.786 -3.618 0.139 0.1382 0.3237 -0.0722 -0.720
S 1.290 -2.328 -0.822 0.2872 0.6613 -0.5669 0.616
C 0.012 -5.249 -1.636 0.1372 -0.2163 -0.6603 -0.551
C -0.564 -4.225 -2.618 0.1077 -0.0428 0.0947 -0.066
C -0.879 -6.492 -1.679 0.1349 0.1654 0.1568 -0.047
C 1.443 -5.624 -2.033 -0.1511 0.0645 0.0043 -0.027
N 0.718 -1.796 3.172 -0.5309 -0.1150 0.4636 0.001
C 1.053 -1.230 4.372 -0.1889 0.1227 0.4538 -0.095
C -0.032 -0.608 4.870 0.5495 -0.0554 0.2948 -0.059
N -1.072 -0.784 3.980 0.8137 -0.0504 -0.4689 0.004
C -0.580 -1.506 2.930 -0.1459 -0.3471 -0.1512 -0.661
S -1.407 -1.979 1.537 -0.1578 -0.0325 -0.5800 0.739
C -2.460 -0.500 4.370 -0.7573 -0.0350 0.2503 -0.542
C -2.822 -1.533 5.444 0.0376 0.1266 -0.1121 -0.021
C -2.548 0.926 4.925 0.1210 -0.2240 -0.0210 -0.025
C -3.450 -0.620 3.217 -0.0035 0.0946 -0.0351 -0.086
C 3.055 -0.648 1.544 -0.3127 0.1137 0.2560 -0.654
S 1.976 0.595 1.975 -0.4773 0.7016 -0.0237 0.677
H 5.746 2.332 2.192 0.1044 0.1110 -0.0492 0.087
H 5.654 0.738 2.948 0.0866 -0.0867 0.0571 0.090
H 4.179 1.670 2.653 0.0293 0.0337 0.0713 0.028
H 6.960 1.448 0.222 -0.0464 0.0653 0.0168 0.089
H 6.340 0.082 -0.699 0.0746 -0.0743 -0.0979 0.090
H 6.983 -0.156 0.947 0.0835 -0.0584 0.0007 0.084
H 4.882 2.622 -0.242 0.1814 0.1356 0.0025 0.088
H 3.326 2.032 0.339 0.0591 -0.0253 -0.1216 0.020
H 4.105 1.251 -1.036 -0.0222 -0.0364 -0.0764 0.025
H 5.729 -1.904 0.276 0.1873 0.0284 -0.0611 0.113
H 3.891 -3.700 1.126 0.0544 -0.2231 -0.0223 0.128
H 2.238 -3.402 3.265 0.0650 -0.1722 0.1668 0.129
H 0.287 -5.052 2.963 -0.0296 -0.0705 0.1743 0.125
H -0.779 -6.352 0.836 -0.0718 -0.1701 -0.0111 0.110
H -1.609 -4.023 -2.390 -0.1496 0.0205 0.0316 0.082
H -0.500 -4.631 -3.623 -0.0642 -0.1325 -0.1259 0.089
H 0.013 -3.306 -2.581 -0.1026 -0.0190 -0.0713 -0.002
H -1.878 -6.268 -1.308 -0.0934 -0.0303 0.0541 0.091
H -0.453 -7.316 -1.109 -0.0064 -0.0819 0.0554 0.081
H -0.969 -6.817 -2.713 0.0221 0.0191 -0.0613 0.089
H 2.051 -4.724 -2.082 0.1271 0.0521 -0.0383 0.060
H 1.454 -6.117 -3.000 0.0063 -0.0567 -0.1699 0.087
H 1.867 -6.299 -1.290 0.0339 -0.0755 0.0364 0.091
H 2.042 -1.313 4.772 0.1924 0.0260 0.0817 0.127
H -0.135 -0.059 5.783 -0.0467 0.0441 0.1171 0.115
H -2.152 -1.468 6.297 0.0506 0.0085 0.1443 0.079
H -2.749 -2.533 5.023 0.0056 -0.1027 -0.0273 0.092
H -3.842 -1.377 5.783 -0.1599 0.0401 0.0687 0.087
H -1.919 1.072 5.800 0.0496 0.0452 0.0836 0.075
H -3.576 1.126 5.219 -0.0852 -0.0031 0.0183 0.091
H -2.263 1.643 4.160 0.0072 0.0546 -0.0736 0.067
H -3.520 -1.644 2.864 -0.0851 0.0928 -0.0037 0.037
H -3.166 0.017 2.382 -0.1006 -0.0481 -0.0357 0.057
H -4.435 -0.316 3.564 -0.0759 0.1247 0.2210 0.092
N -1.634 -1.077 -1.676 -0.5563 -0.1160 0.1200 -0.077
N -2.828 -0.300 -1.725 -0.3042 -0.2363 -0.0877 -0.019
C -3.216 0.471 -0.575 -0.9915 -0.4982 -1.3425 -0.757
O -4.355 0.904 -0.602 -0.2045 0.1300 0.1643 0.040
O -2.330 0.649 0.302 0.0206 0.2815 0.6759 -0.283
H -1.292 -1.235 -2.630 -0.0285 0.2100 0.5247 0.091
H -1.797 -1.998 -1.244 0.1872 0.4526 -0.2126 0.050
H -3.634 -0.739 -2.165 0.2592 0.1226 0.1698 0.134
C -2.416 6.922 3.155 -0.0337 -0.1522 0.0384 -0.035
C -2.904 5.498 3.459 -0.1070 0.1512 0.1548 -0.551
C -2.751 5.240 4.963 0.0202 0.0198 -0.2443 -0.054
C -4.390 5.379 3.092 0.1681 -0.0558 0.0084 -0.040
C -2.073 4.530 2.635 0.2210 -0.1364 0.0059 -0.145
C -1.050 3.758 3.177 -0.1749 0.0935 -0.2035 -0.004
C -0.360 2.877 2.360 0.1869 0.1310 0.2437 -0.140
N -0.562 2.754 1.054 -0.1791 0.0427 -0.0608 0.032
C -1.505 3.535 0.500 -0.0764 0.1711 0.4466 -0.183
C -2.279 4.401 1.266 0.1498 -0.1639 -0.1399 0.060
C -1.699 3.417 -0.960 -0.1343 0.0755 -0.4442 -0.185
C -2.346 4.402 -1.700 0.1085 -0.1847 0.1026 0.055
C -2.523 4.254 -3.074 0.1317 -0.2869 0.0264 -0.148
C -2.061 3.069 -3.632 0.0491 0.1462 0.1921 0.025
C -1.399 2.153 -2.832 0.0250 -0.0273 -0.2879 -0.165
N -1.197 2.318 -1.534 -0.0735 0.0817 0.0338 -0.004
C -3.173 5.344 -3.902 -0.0885 0.1358 -0.0695 -0.557
C -2.466 6.674 -3.609 -0.0973 -0.1447 -0.0318 -0.041
C -4.657 5.431 -3.525 0.1478 -0.0009 -0.0399 -0.033
C -3.066 5.062 -5.402 -0.0103 0.0217 0.2576 -0.063
H -2.990 7.639 3.735 -0.0875 0.1354 0.0757 0.087
H -2.530 7.159 2.102 -0.0403 0.0481 -0.1849 0.082
H -1.366 7.032 3.411 0.1629 0.0328 0.0518 0.090
H -3.429 5.884 5.519 -0.0429 0.0745 0.0087 0.087
H -1.739 5.460 5.297 0.0768 -0.0443 0.0851 0.083
H -2.994 4.208 5.204 0.0013 -0.1374 0.0919 0.081
H -4.988 5.976 3.776 -0.0442 0.0963 0.0634 0.085
H -4.722 4.347 3.159 -0.0791 -0.1356 0.0006 0.095
H -4.589 5.737 2.085 -0.0390 0.0074 -0.1105 0.076
H -0.795 3.807 4.222 0.0097 -0.0471 0.0990 0.109
H 0.406 2.246 2.795 -0.0258 0.0124 0.0001 0.029
H -3.072 4.957 0.792 -0.0364 0.0313 -0.0676 0.110
H -2.694 5.296 -1.207 0.0062 0.0633 0.0368 0.107
H -2.170 2.862 -4.682 0.0103 -0.0569 -0.0799 0.107
H -0.986 1.257 -3.280 0.0177 0.0598 0.1100 0.059
H -2.632 6.999 -2.585 0.0071 0.0643 0.1128 0.075
H -2.841 7.448 -4.274 -0.0568 0.1188 -0.0575 0.085
H -1.394 6.571 -3.766 0.1309 0.0542 -0.0285 0.094
H -4.786 5.677 -2.474 -0.0321 0.0298 0.1403 0.081
H -5.148 4.478 -3.712 -0.0923 -0.0966 0.0038 0.093
H -5.150 6.195 -4.122 -0.0708 0.1177 -0.0562 0.086
H -2.030 4.923 -5.700 0.1311 -0.0335 -0.1039 0.090
H -3.468 5.903 -5.960 -0.0738 0.1263 -0.0647 0.085
H -3.638 4.180 -5.677 -0.0323 -0.1443 -0.0884 0.084
Br 1.563 0.812 -2.149 0.4246 0.0240 -0.5763 -0.033
```
Positions in Å, forces in eV/Å.